(1)
The following is a quantum chemistry calculation of C41H39N6O4PdS2 as an isolated structure in a non-equilibrium geometry, from OMol25.

XYZ file:
```
93
Properties=species:S:1:pos:R:3:forces:R:3
Pd 0.76400 0.55296 0.31432 0.05 0.71 -0.22
C -1.89135 -0.03895 5.08440 -0.06 -0.13 -0.15
N -2.27608 -0.67248 3.82552 -0.20 -0.09 0.46
C -3.30114 -1.60098 3.66584 0.26 0.24 -0.13
C -3.34702 -1.89683 2.35446 -0.01 0.01 0.14
N -2.35290 -1.14422 1.73592 -0.36 -0.66 -0.94
C -1.70490 -0.40355 2.63501 0.22 0.51 0.54
S -0.48792 0.76375 2.42287 -0.44 -0.23 0.34
C -2.00774 -1.32562 0.34862 -0.43 0.02 0.00
C -3.00409 -1.25344 -0.60700 -0.02 0.13 0.10
C -2.66034 -1.60250 -1.90553 0.13 -0.10 -0.09
C -1.36938 -2.03475 -2.16644 -0.27 -0.35 0.14
C -0.44539 -2.01504 -1.13135 -0.21 -0.25 0.04
N -0.75712 -1.65062 0.10973 -0.12 -0.56 -0.13
H -2.50304 -0.45949 5.87820 0.01 0.00 -0.02
H -2.04782 1.03589 5.03020 -0.02 0.02 -0.03
H -0.84060 -0.23217 5.28962 0.00 -0.03 -0.01
H -3.88390 -1.96487 4.49447 0.04 0.05 -0.04
H -3.97109 -2.57761 1.80293 0.07 0.02 0.00
H -4.00795 -0.94418 -0.34413 0.05 0.02 -0.02
H -3.39254 -1.53441 -2.69975 -0.01 -0.08 -0.01
H -1.07621 -2.36317 -3.15544 -0.02 0.05 0.13
H 0.58429 -2.30690 -1.29192 0.08 0.03 -0.01
S -0.83452 5.01658 0.32917 -0.12 0.17 0.07
C 0.54221 4.83041 -0.66464 -0.03 0.04 -0.17
C 0.80622 3.51574 -0.83718 -0.75 -0.16 -0.48
N -0.06403 2.65938 -0.18454 0.41 0.29 0.04
C -0.97608 3.33062 0.46192 -0.01 -0.05 -0.17
H 1.07858 5.67897 -1.05970 -0.05 -0.05 -0.01
H 1.60508 3.10134 -1.43518 -0.33 0.04 0.02
H -1.77103 2.87111 1.03053 0.13 -0.03 0.05
C -3.91281 2.38671 -6.98140 0.02 -0.08 0.02
C -3.25288 1.09479 -6.56300 0.00 0.06 -0.03
C -3.68152 -0.10901 -7.11549 -0.01 0.01 0.01
C -3.10258 -1.31486 -6.75228 -0.05 -0.01 0.01
C -2.06336 -1.32219 -5.83671 -0.04 -0.08 -0.06
C -1.61141 -0.13002 -5.29059 0.08 0.07 0.05
N -0.52261 -0.18093 -4.36434 0.19 0.25 -0.25
C 0.71731 0.35340 -4.66080 -0.22 -0.21 -0.06
C 1.11034 0.52573 -5.99790 0.03 0.04 -0.04
C 2.38358 0.95575 -6.31203 -0.07 -0.01 0.00
C 3.31900 1.23225 -5.31381 0.00 0.06 -0.02
C 2.93297 1.10025 -3.99846 0.01 -0.04 -0.03
C 1.64698 0.67170 -3.65103 0.10 0.09 0.07
C 1.31243 0.59594 -2.21980 -0.20 -0.12 0.12
O 2.19686 0.75341 -1.32234 -0.33 -0.16 -0.69
O 0.11256 0.39072 -1.83506 0.28 0.07 0.01
C -2.20448 1.09133 -5.63197 -0.02 0.08 0.03
C -1.71209 2.37892 -5.01880 -0.01 -0.07 -0.03
H -4.70854 2.19674 -7.70135 0.05 0.01 0.01
H -3.19474 3.07095 -7.43963 -0.02 -0.02 0.02
H -4.35500 2.90568 -6.12748 0.01 -0.02 -0.03
H -4.48100 -0.09640 -7.84806 0.01 0.00 0.05
H -3.45373 -2.24185 -7.18882 0.02 0.03 0.01
H -1.57763 -2.24813 -5.55146 0.01 0.03 -0.04
H -0.75556 -0.16702 -3.38184 0.02 0.22 -0.05
H 0.39872 0.29891 -6.78261 0.05 0.01 0.01
H 2.65659 1.07800 -7.35407 -0.01 -0.04 0.04
H 4.32177 1.55172 -5.56895 -0.08 0.01 0.02
H 3.62074 1.33153 -3.19529 0.00 -0.03 0.00
H -1.29028 2.20874 -4.02846 0.02 -0.01 0.00
H -2.51636 3.10764 -4.92520 0.02 -0.03 -0.01
H -0.92751 2.83102 -5.63352 -0.03 -0.01 0.01
C 2.48174 0.27632 4.60695 -0.13 -0.04 0.09
O 3.24455 0.04700 3.42961 -0.18 0.08 -0.05
C 3.09811 0.91077 2.40661 0.41 0.19 0.34
C 2.28381 2.03580 2.45424 0.21 0.26 0.11
C 2.34198 2.98383 1.44126 0.38 0.18 0.12
C 3.17539 2.79670 0.35149 0.57 0.06 0.42
C 3.93729 1.64170 0.27358 0.42 0.18 0.22
C 3.89597 0.69211 1.27897 0.67 -0.07 -0.11
N 4.78491 -0.42306 1.18651 -0.14 0.67 -0.16
C 4.70919 -1.64328 1.68844 0.36 -0.08 -0.01
C 3.60324 -2.31555 2.15830 0.45 -0.82 0.40
C 3.80681 -3.48310 2.95913 0.02 0.03 0.08
C 2.75735 -4.16528 3.48407 -0.24 0.19 -0.07
C 1.43439 -3.69988 3.19654 0.28 0.02 -0.05
C 1.20908 -2.62328 2.38948 -0.37 0.00 0.19
C 2.29652 -1.90747 1.79765 -0.56 -0.50 0.01
O 2.17151 -1.01232 0.92270 -0.67 0.09 -0.50
H 2.76373 -0.50895 5.30104 0.03 -0.04 0.00
H 1.40986 0.21360 4.39401 0.15 0.02 0.00
H 2.71806 1.24865 5.04161 0.03 0.02 0.02
H 1.66915 2.21945 3.32211 0.00 0.00 -0.03
H 1.75935 3.89334 1.53533 0.00 -0.13 0.02
H 3.22676 3.53469 -0.43800 0.24 -0.09 0.22
H 4.57315 1.46283 -0.58711 -0.07 0.02 0.08
H 5.63375 -0.22326 0.68078 0.10 0.15 0.13
H 5.66348 -2.16214 1.72158 0.00 0.04 -0.07
H 4.82572 -3.78690 3.18034 -0.05 -0.01 -0.05
H 2.91155 -5.03309 4.11092 -0.03 0.03 -0.04
H 0.58787 -4.23588 3.61214 0.03 0.01 0.00
H 0.20741 -2.29331 2.13086 0.24 -0.16 0.09
```
Forces are in eV/Å.

As for the multiplicity: 3. As for the LUMO energy (alpha / beta): -2.564 / -3.436 eV. As for the energy relative to the best compared isomer or geometry (same formula, charge and spin): 158.5 kJ/mol. Its largest force on an atom is 0.02335 Eh/bohr. The value obtained for the calculated total energy is -3139.3239 hartree. Its total charge is +1.

---

(2)
The following is a quantum chemistry calculation of C41H39N6O8P2S2SeTi as an isolated structure, from OMol25.

XYZ file:
```
100
Properties=species:S:1:pos:R:3:forces:R:3
Ti 2.00555 -0.10964 0.33927 0.65 -0.45 -0.11
N 0.86624 -3.46335 2.89376 -0.10 0.04 -0.05
C 1.33247 -2.25757 2.42416 0.16 -0.22 -0.03
S 2.66170 -2.28691 1.29713 -0.40 -0.02 0.06
N 0.80731 -1.16705 2.91182 -0.09 0.06 -0.02
N 1.23929 -0.06387 2.21878 -0.01 0.40 0.63
C 1.35661 1.07415 2.85701 -0.16 -0.45 0.28
C 1.80163 2.18594 2.09122 -0.14 0.37 -0.25
C 2.22715 3.40689 2.63912 -0.15 -0.18 0.04
C 2.69895 4.38626 1.80404 -0.01 0.04 -0.30
C 2.71441 4.16139 0.41891 0.02 0.03 0.21
C 2.28570 2.94433 -0.05489 -0.12 -0.01 -0.21
N 1.83479 1.97389 0.74742 0.25 0.10 0.67
H 1.16063 -4.22293 2.29822 0.00 -0.01 -0.03
H -0.14488 -3.47376 2.96538 0.00 0.01 0.06
H 1.17749 1.12767 3.92646 -0.01 0.01 -0.03
H 2.20168 3.54271 3.71282 0.01 -0.02 0.01
H 3.05937 5.32259 2.21195 0.00 0.02 -0.01
H 3.08806 4.90096 -0.27343 -0.02 0.03 0.00
H 2.30261 2.70247 -1.11156 0.08 0.02 0.03
C -2.32997 1.55263 -1.65153 0.09 0.13 -0.11
N -2.82532 1.39150 -0.25940 0.20 0.08 -0.09
P -1.79892 2.11425 0.95670 -0.13 -0.06 -0.10
C -3.06161 2.56481 2.21936 0.02 -0.03 0.08
C -2.73851 2.36206 3.55361 -0.01 -0.04 0.03
C -3.63015 2.71900 4.55837 0.00 0.03 0.02
C -4.85103 3.28401 4.22890 0.00 -0.02 0.06
C -5.17875 3.49284 2.89304 -0.08 0.02 -0.01
C -4.28950 3.13543 1.89652 0.00 -0.02 -0.03
C -1.56779 3.87122 0.42501 -0.01 0.00 -0.02
C -0.84711 4.61511 1.36105 0.07 0.02 -0.05
C -0.56207 5.95245 1.15902 0.04 0.01 0.07
C -0.99348 6.58955 0.00506 0.00 0.05 -0.04
C -1.72415 5.87181 -0.92652 -0.01 0.03 -0.03
C -2.01173 4.52833 -0.71857 -0.08 -0.01 0.03
P -2.91208 -0.36801 -0.07565 -0.16 -0.32 -0.09
C -3.42267 -0.62040 1.66084 0.00 0.17 0.11
C -4.63076 -0.18125 2.20621 -0.04 -0.07 -0.03
C -4.93421 -0.43988 3.52904 -0.04 0.03 0.00
C -4.03299 -1.14920 4.31924 0.00 -0.02 0.05
C -2.83674 -1.59453 3.78444 0.02 0.00 0.03
C -2.53128 -1.33176 2.45299 0.07 0.15 0.08
C -4.56570 -0.65101 -0.83148 -0.05 0.13 -0.01
C -4.96339 -1.98266 -0.95994 0.01 -0.02 -0.07
C -6.19351 -2.29505 -1.51365 -0.03 -0.01 -0.02
C -7.04091 -1.28668 -1.95856 -0.05 -0.05 -0.01
C -6.64703 0.03646 -1.84565 0.00 0.05 -0.01
C -5.41405 0.35182 -1.28613 -0.07 0.05 0.05
H -2.95593 2.24918 -2.21197 -0.02 -0.01 0.02
H -2.37340 0.59766 -2.18192 0.03 0.01 0.00
H -1.28440 1.86526 -1.70239 0.00 0.01 -0.01
H -1.79330 1.89304 3.80442 0.01 -0.03 -0.01
H -3.37323 2.53822 5.59514 -0.01 0.00 0.00
H -5.55467 3.55249 5.00828 0.01 0.01 0.00
H -6.13461 3.93328 2.63280 0.00 -0.01 0.00
H -4.54314 3.28216 0.85286 0.00 0.00 -0.01
H -0.49933 4.13436 2.26659 0.07 -0.07 0.04
H 0.01313 6.49199 1.90139 0.01 0.02 0.01
H -0.75708 7.63240 -0.16703 -0.01 0.01 0.00
H -2.07804 6.35502 -1.82962 0.01 0.00 0.00
H -2.59699 4.00986 -1.45779 -0.03 -0.06 -0.04
H -5.32824 0.36790 1.58508 -0.02 0.00 0.00
H -5.86694 -0.08460 3.95156 0.00 0.00 0.00
H -4.27233 -1.35291 5.35741 0.01 0.00 -0.01
H -2.13203 -2.14631 4.39432 0.01 0.02 0.01
H -1.59513 -1.66458 2.02701 0.02 -0.07 -0.03
H -4.29057 -2.77428 -0.65376 0.09 -0.05 0.01
H -6.48413 -3.33403 -1.61305 -0.01 0.00 0.01
H -8.00076 -1.53517 -2.39706 0.00 0.00 0.00
H -7.29865 0.83106 -2.19207 -0.01 -0.01 0.00
H -5.11971 1.38899 -1.17847 0.07 0.00 0.00
C 1.91653 -9.01004 -1.26517 0.03 -0.04 -0.02
C 1.15283 -7.72240 -1.11172 -0.04 0.00 0.00
C -0.23444 -7.69573 -1.22407 0.02 -0.04 -0.01
C -0.94324 -6.51787 -1.04433 -0.08 0.04 -0.04
C -0.27231 -5.34067 -0.74979 0.01 0.06 0.10
C 1.11186 -5.34697 -0.65814 -0.01 0.02 -0.01
C 1.81335 -6.53102 -0.83507 0.05 0.01 0.01
S -1.16872 -3.81134 -0.39743 0.06 0.04 -0.17
O -2.32366 -3.87611 -1.29825 0.06 0.00 0.05
O -1.49949 -3.96943 1.01836 0.10 0.04 -0.07
N -0.19773 -2.64678 -0.61377 -0.11 -0.21 0.46
C -0.05932 -2.06891 -1.91590 -0.23 0.09 -0.37
C 0.29857 -0.58115 -1.89649 -0.34 0.16 -0.22
O 0.39103 0.06898 -2.92235 -0.09 -0.28 -0.01
O 0.42609 -0.03228 -0.70834 0.15 -0.16 -0.08
H 1.32374 -9.75932 -1.79152 -0.01 -0.01 -0.01
H 2.18747 -9.42775 -0.29225 0.00 0.00 0.02
H 2.84289 -8.85839 -1.82133 0.01 0.01 -0.01
H -0.76497 -8.61332 -1.45821 -0.01 -0.01 0.00
H -2.02099 -6.49370 -1.14433 -0.01 0.00 0.02
H 1.62401 -4.41471 -0.45057 0.03 0.05 0.04
H 2.89534 -6.52268 -0.75772 0.02 0.00 -0.01
H -0.99145 -2.12429 -2.49910 0.10 -0.02 -0.01
H 0.72119 -2.54605 -2.53194 -0.02 0.02 0.06
O 4.93498 1.65987 -1.23478 0.14 0.16 -0.08
Se 4.62195 0.23754 -0.55399 -0.53 -0.34 -0.21
O 3.95336 0.42670 0.97079 0.12 0.23 -0.24
O 3.15892 -0.38736 -1.23109 0.49 0.44 0.02
O 5.80063 -0.84482 -0.60236 0.18 -0.08 -0.02
```
Forces are in eV/Å.

As for the multiplicity: 2. As for the LUMO energy (alpha / beta): 3.904 / 3.901 eV. Its largest force on an atom is 0.01543 Eh/bohr. The value obtained for the calculated total energy is -7246.3706 hartree. Its total charge is -2.

---

(3)
The following is a quantum chemistry calculation of C41H39N8O7SSm as an isolated structure, from OMol25.

XYZ file:
```
97
Properties=species:S:1:pos:R:3:forces:R:3
Sm 0.79779 0.49395 0.95176 -0.65 0.27 -0.11
O 2.17794 -0.65227 5.12793 0.06 0.08 0.00
C 1.95816 -0.38621 3.96288 -0.07 0.00 0.10
N 0.75836 -0.14090 3.36275 0.11 -0.24 -0.35
C -0.31349 0.18641 4.11683 -0.14 0.10 0.07
O -0.36027 0.58197 5.27195 -0.03 0.02 -0.02
C -1.62614 0.07731 3.35913 -0.17 0.08 0.14
C -2.78137 -0.18193 4.08729 -0.05 0.05 0.01
C -3.98421 -0.29453 3.41464 0.07 0.03 -0.09
C -3.99135 -0.12823 2.03705 -0.05 0.04 0.02
C -2.80166 0.16074 1.39607 0.03 -0.01 -0.16
N -1.63531 0.25606 2.03501 0.33 -0.31 0.20
C 3.13635 -0.37265 3.00479 0.23 -0.18 0.21
C 4.40154 -0.14372 3.53115 0.09 -0.06 -0.06
C 5.49223 -0.17226 2.68112 -0.06 -0.05 -0.04
C 5.28809 -0.44839 1.33586 -0.04 -0.05 0.05
C 3.99503 -0.66201 0.89937 0.00 -0.18 -0.16
N 2.93555 -0.61801 1.70780 0.07 0.23 0.31
H -2.70044 -0.29006 5.15921 0.01 0.03 0.01
H -4.90554 -0.49499 3.94634 0.02 -0.05 0.03
H -4.90825 -0.20023 1.46894 0.02 0.00 -0.03
H -2.77485 0.34578 0.32898 0.00 -0.01 0.00
H 4.50140 0.03954 4.59095 -0.05 -0.03 0.01
H 6.49181 -0.00527 3.06084 0.00 0.06 0.00
H 6.11205 -0.48749 0.63773 -0.01 -0.02 -0.02
H 3.78067 -0.88251 -0.14147 0.02 0.07 -0.01
C -2.14754 -3.00053 -3.21844 -0.08 -0.08 0.07
O -1.05301 -2.14060 -3.45608 0.05 0.10 0.00
C -0.28851 -2.35125 -4.55198 0.05 0.16 -0.06
C -0.55250 -3.31962 -5.51077 -0.07 -0.09 -0.01
C 0.23063 -3.41556 -6.65297 0.02 0.03 -0.07
C 1.27476 -2.53281 -6.86034 -0.02 0.01 -0.04
C 1.57074 -1.59194 -5.88600 -0.01 -0.02 0.10
C 0.82453 -1.50264 -4.71867 0.05 -0.15 -0.01
N 1.18450 -0.52950 -3.76268 -0.10 -0.02 0.02
C 1.10912 -0.64819 -2.39738 0.43 0.04 -0.04
N 1.22194 -1.91063 -1.94476 0.13 -0.25 -0.18
C 0.75854 -2.54452 -0.76228 -0.19 0.42 0.11
C 0.31805 -1.85528 0.36980 0.06 -0.59 -0.20
C -0.12923 -2.70302 1.40787 -0.15 0.15 -0.03
C -0.15262 -4.08178 1.32230 -0.04 0.05 0.11
C 0.30241 -4.72264 0.17555 0.04 -0.11 -0.02
C 0.76494 -3.94864 -0.86670 -0.06 0.02 0.04
O 1.23085 -4.45708 -2.05918 -0.03 0.07 0.02
C 1.30790 -5.85749 -2.19064 0.02 -0.12 -0.10
N 1.10177 0.39818 -1.61472 -0.24 -0.06 0.36
C 1.07080 1.68611 -2.21872 0.00 -0.04 -0.24
C 2.15829 2.53344 -2.00441 -0.07 0.03 -0.09
C 2.17654 3.82371 -2.50394 0.01 0.04 -0.04
C 1.11916 4.28067 -3.27598 0.07 -0.02 0.04
C 0.06211 3.43190 -3.55359 -0.08 0.01 -0.10
C 0.01814 2.14671 -3.02997 -0.14 -0.05 0.17
O -1.02962 1.34521 -3.42191 0.15 0.05 -0.02
C -1.91053 0.86740 -2.41067 -0.09 0.01 0.02
H -2.58074 -2.66833 -2.27783 0.00 -0.02 -0.01
H -1.82416 -4.04006 -3.11236 0.03 0.03 0.00
H -2.89535 -2.92942 -4.01414 0.03 0.02 0.01
H -1.38925 -3.99291 -5.38716 0.01 0.02 0.03
H 0.00525 -4.17540 -7.38927 -0.02 0.00 -0.01
H 1.86242 -2.57529 -7.76701 0.02 -0.03 0.02
H 2.39908 -0.90623 -6.01623 0.04 -0.03 0.01
H 1.37233 0.39406 -4.11697 -0.06 0.07 0.07
H 1.39636 -2.58888 -2.67194 0.03 0.05 -0.06
H -0.47894 -2.26223 2.33621 0.02 0.01 -0.01
H -0.52056 -4.67397 2.15169 0.02 -0.01 0.01
H 0.29164 -5.80235 0.11663 0.01 0.02 -0.03
H 1.72056 -6.04124 -3.18036 -0.01 -0.03 0.02
H 0.32182 -6.32742 -2.12109 0.00 0.05 0.02
H 1.96603 -6.29749 -1.43616 -0.01 0.04 0.01
H 2.99417 2.15768 -1.43607 -0.04 0.01 0.08
H 3.02329 4.46557 -2.29856 0.01 0.00 0.00
H 1.12214 5.29076 -3.66352 -0.01 -0.01 -0.05
H -0.74659 3.74385 -4.20193 -0.07 0.00 0.08
H -2.71577 0.36041 -2.93998 0.02 -0.02 0.02
H -2.31306 1.69740 -1.82748 0.00 0.00 -0.03
H -1.41954 0.15745 -1.73829 0.00 0.00 -0.04
O 1.45195 2.39922 2.45452 -0.11 0.29 0.21
C 2.51123 2.59688 1.80444 0.16 0.64 0.32
O 2.80905 1.97070 0.77209 0.06 -0.15 -0.26
H 3.20850 3.36764 2.18081 0.00 -0.05 -0.06
C -0.69359 4.21533 5.19474 0.11 -0.19 0.04
C -1.62559 3.93198 4.07149 -0.24 0.05 -0.13
C -2.99462 3.97194 4.16144 0.13 0.03 0.00
C -3.73814 3.61851 3.02664 0.16 -0.07 0.04
N -3.17324 3.29049 1.87539 -0.22 -0.11 0.01
C -1.83926 3.26413 1.77901 0.30 0.35 0.01
S -1.04628 2.92600 0.32387 0.16 -0.05 -0.25
N -1.09069 3.59129 2.88332 0.16 -0.23 0.10
C -5.23211 3.58913 3.08730 0.05 0.01 0.00
H -1.10804 4.96447 5.86594 0.03 0.02 -0.04
H 0.28084 4.52787 4.82194 -0.02 0.09 0.04
H -0.54146 3.29082 5.75501 0.02 -0.08 0.03
H -3.48209 4.25137 5.08345 0.04 -0.03 0.03
H -0.06820 3.48526 2.80512 -0.18 -0.14 -0.12
H -5.56142 3.20137 4.05088 -0.06 -0.01 -0.02
H -5.61871 2.97799 2.27611 -0.03 0.00 0.01
H -5.62551 4.60196 2.98071 -0.01 0.01 -0.01
```
Forces are in eV/Å.

As for the multiplicity: 6. As for the LUMO energy (alpha / beta): 0.108 / 0.118 eV. Its largest force on an atom is 0.01420 Eh/bohr. The value obtained for the calculated total energy is -3606.8355 hartree.